No. 1
Below is a molecular structure, C18H45BF4N3NaO10P in a non-equilibrium geometry, with properties calculated with the ωB97M-V functional and the def2-TZVPD basis.

```
83
Properties=species:S:1:pos:R:3:forces:R:3
Na 7.1126 14.5795 31.1400 -0.26 0.75 -1.01
B 3.0221 13.7793 30.5242 0.33 -0.87 -0.03
F 2.9556 12.5932 29.7479 0.04 0.32 0.32
F 4.3170 13.9252 31.1052 -0.50 -0.01 -0.03
F 2.6762 14.8777 29.7391 -0.08 -0.04 0.30
F 2.0825 13.6324 31.6040 0.02 0.22 -0.06
P 7.2662 15.5994 28.4539 -0.52 1.16 0.30
O 7.0920 14.1203 28.9645 0.21 -0.50 0.32
O 7.3094 16.5039 29.7603 0.40 -0.68 0.67
O 6.1387 16.1183 27.5634 0.07 -0.53 -0.35
O 8.6559 15.6884 27.7226 0.65 -0.14 0.28
C 12.8862 17.9503 30.7001 -0.59 0.10 1.12
O 11.6893 17.9332 29.9872 0.44 0.68 0.11
C 11.7228 17.1156 28.8383 0.14 -0.50 -0.37
C 11.6977 15.6280 29.1452 -0.55 -0.51 -0.61
N 10.4187 15.2488 29.6730 0.16 -0.59 0.67
C 10.3676 13.8741 30.1401 -0.75 0.25 -0.84
C 11.2622 13.6919 31.3629 0.67 -0.33 -1.31
O 10.8756 12.6026 32.1664 -0.31 -0.12 0.58
C 11.8568 12.2403 33.0923 -0.12 0.55 0.04
H 12.7302 18.5970 31.5778 -0.08 0.05 -0.23
H 13.7466 18.3817 30.1624 -0.04 -0.40 -0.27
H 13.0934 16.9655 31.1495 0.41 0.03 -0.43
H 12.6231 17.3266 28.2291 0.01 0.20 0.15
H 10.8415 17.3582 28.2427 -0.15 -0.11 0.14
H 12.4961 15.3025 29.8245 0.22 0.31 -0.03
H 11.9066 15.1184 28.1671 0.07 0.06 0.17
H 9.6496 15.3776 28.9199 -0.25 0.48 -0.33
H 10.6545 13.1482 29.3401 0.45 0.09 0.23
H 9.2995 13.5954 30.2220 0.30 0.36 0.62
H 11.3928 14.6285 31.9210 -0.37 -0.04 0.19
H 12.2514 13.4517 30.9231 0.11 0.05 0.45
H 12.1898 13.1050 33.6949 0.02 0.00 -0.16
H 12.7349 11.8406 32.5661 0.02 -0.21 0.22
H 11.4119 11.5385 33.7980 0.13 -0.32 -0.19
C 2.1934 16.8163 34.9041 -0.52 0.64 -0.80
O 2.8456 17.4261 33.8163 0.26 -0.43 0.03
C 3.5422 16.4498 33.0155 0.05 -0.12 -0.22
C 4.4142 17.0667 31.9372 -0.04 0.33 -0.29
N 3.7440 17.5204 30.7255 -1.16 -0.40 0.75
C 2.8717 18.6728 30.9435 0.81 -0.10 0.66
C 2.2295 19.1275 29.6596 0.18 0.54 -0.28
O 0.9266 18.6230 29.4387 -0.67 -0.31 0.04
C 0.8584 17.1972 29.4281 0.12 0.28 -0.72
H 1.4246 17.5354 35.2115 0.23 -0.03 0.44
H 2.9029 16.5933 35.7058 -0.12 -0.18 0.17
H 1.6325 15.9288 34.5836 0.31 -0.22 0.11
H 2.8136 15.7766 32.5373 0.05 0.06 0.19
H 4.2027 15.8182 33.6351 -0.22 0.19 0.24
H 5.0866 16.2663 31.6312 0.28 0.27 -0.14
H 4.9833 17.9187 32.3259 0.20 -0.23 0.16
H 3.1631 16.7246 30.4565 0.48 0.11 -0.61
H 3.5475 19.4429 31.3486 -0.19 0.19 -0.27
H 2.0969 18.5697 31.7287 -0.03 -0.19 -0.20
H 2.8992 18.8973 28.8216 -0.03 -0.19 0.04
H 2.0963 20.2138 29.6822 -0.05 0.02 0.00
H -0.1723 16.8974 29.2198 -0.09 0.24 0.31
H 1.1997 16.7740 30.3727 -0.11 -0.15 -0.13
H 1.4391 16.7995 28.5847 0.27 -0.06 0.41
C 8.9290 9.5784 30.5621 -0.06 0.42 -0.90
O 8.6562 10.5551 31.5196 -0.34 -0.66 0.60
C 7.3410 11.1129 31.3684 0.66 0.71 -0.20
C 6.9826 11.7797 32.6727 0.55 0.15 -0.04
N 7.8489 12.9415 32.8579 0.14 0.12 0.66
C 7.6678 13.5731 34.1613 0.49 -0.64 -0.13
C 8.4565 14.8679 34.2646 -1.05 0.70 0.66
O 7.9701 15.7697 33.3057 -0.15 -0.29 -0.02
C 8.8740 16.7530 32.8333 -0.08 0.03 -0.61
H 9.1524 10.0363 29.5840 -0.04 -0.01 0.10
H 8.0547 8.9325 30.3966 0.15 -0.21 0.16
H 9.8058 8.9964 30.8468 -0.06 -0.03 0.26
H 6.6081 10.3452 31.1040 0.05 -0.03 -0.07
H 7.4275 11.8867 30.5906 -0.56 -0.19 -0.21
H 7.1446 11.0571 33.4943 -0.38 -0.03 -0.02
H 5.9508 12.1342 32.6317 -0.09 -0.16 0.07
H 8.8250 12.6450 32.8456 -0.10 -0.03 -0.61
H 8.0239 12.8960 34.9670 -0.10 0.13 0.06
H 6.6008 13.7209 34.3446 0.03 0.34 -0.10
H 9.5460 14.7411 34.2397 -0.03 -0.20 -0.39
H 8.2042 15.2857 35.2616 0.36 -0.08 0.02
H 8.3489 17.3045 32.0490 -0.02 -0.14 -0.09
H 9.7090 16.2547 32.3307 0.20 0.22 0.10
H 9.1924 17.4510 33.6211 0.08 -0.20 0.15
```
Forces are in eV/Å.

net charge: -3
highest occupied orbital energy: 3.397 eV

---

No. 2
Below is a molecular structure, C14H15N6O5ReS, with properties calculated with the ωB97M-V functional and the def2-TZVPD basis.

```
42
Properties=species:S:1:pos:R:3:forces:R:3
Re -0.0457 -0.5442 0.6875 0.07 0.24 0.10
O -2.6200 -5.9858 -0.4273 0.06 0.03 0.01
C -2.0034 -4.8249 -0.2114 -0.13 -0.04 -0.01
C -0.6107 -4.6799 -0.2313 0.10 0.09 0.01
C -0.0990 -3.4309 0.0405 -0.02 -0.06 0.05
N -0.8931 -2.4138 0.3382 -0.13 -0.09 -0.10
C -2.2157 -2.5039 0.2376 -0.02 -0.03 0.06
C -2.8282 -3.7024 -0.0237 0.03 0.01 0.00
C -2.8446 -1.1356 0.2504 0.13 0.10 -0.08
O -4.0009 -0.8989 0.1678 -0.12 0.00 0.06
O -1.8777 -0.1525 0.2510 0.03 -0.08 0.01
C 1.3219 -2.9562 -0.1309 -0.01 -0.21 -0.09
O 2.2566 -3.6432 -0.3764 -0.04 0.09 0.07
O 1.3746 -1.5884 -0.0706 0.13 0.21 -0.04
H -1.9921 -6.7080 -0.5568 -0.01 -0.02 0.00
H 0.0547 -5.4964 -0.4810 0.00 0.00 0.00
H -3.9029 -3.7799 -0.1128 0.01 -0.01 0.00
C -1.4097 3.2032 -0.1267 0.04 -0.05 -0.05
N -0.2318 2.8859 -0.9411 -0.03 0.01 0.07
C -0.4520 3.0270 -2.3810 -0.01 0.02 0.02
C 0.8911 2.3856 -0.4317 0.05 -0.04 -0.09
S 0.8743 1.5763 1.1364 -0.03 -0.09 -0.10
N 2.0461 2.4939 -1.0814 0.02 0.05 0.02
C 3.2140 1.6765 -0.7278 -0.04 0.03 -0.02
C 2.3468 3.6262 -1.9653 0.02 -0.03 0.04
H -1.7294 4.2153 -0.3741 -0.02 -0.01 -0.01
H -1.1671 3.1548 0.9277 0.00 0.02 0.02
H -2.2155 2.5035 -0.3464 0.00 -0.01 0.01
H -1.4282 2.5968 -2.6033 0.00 0.00 -0.01
H 0.3071 2.4826 -2.9345 -0.04 0.00 0.00
H -0.4569 4.0715 -2.6924 0.00 -0.01 -0.01
H 2.9156 0.6590 -0.4961 0.00 -0.01 0.02
H 3.7455 2.1054 0.1218 0.01 0.00 0.00
H 3.8737 1.6597 -1.5925 0.00 -0.01 0.00
H 1.5924 4.3985 -1.8586 0.02 0.01 0.00
H 2.4195 3.3171 -3.0075 0.00 0.01 0.00
H 3.3057 4.0376 -1.6537 0.01 0.00 -0.01
N 1.1318 0.8165 6.5535 0.02 -0.07 -0.01
C 0.7564 0.0255 5.8056 -0.05 0.10 0.02
N 0.2807 -0.9189 4.9853 0.09 -0.08 0.02
C 0.2254 -0.7856 3.7568 -0.15 0.11 -0.01
N 0.0907 -0.7687 2.5764 0.02 -0.17 0.06
```
Forces are in eV/Å.

spin multiplicity: 2
net charge: +1
energy above the lowest of the compared OMol25 structures with the same formula, charge and spin: 0.0 kcal per mole
highest occupied orbital energy (spin up / spin down): -11.665 / -11.759 eV

---

No. 3
Below is 5 unconnected molecules or ions with the total composition C13H31N4O12S in a non-equilibrium geometry, with properties calculated with the ωB97M-V functional and the def2-TZVPD basis.

```
61
Properties=species:S:1:pos:R:3:forces:R:3
N 0.9091 6.4649 0.9803 -1.53 0.25 -1.99
N 1.3332 5.2547 1.5260 2.67 0.57 3.74
C 2.6630 5.3726 2.2379 -0.81 -1.94 0.87
N 3.1484 6.5013 2.8719 0.90 0.38 -1.91
N 3.5705 4.1284 2.3357 -0.93 3.93 0.41
S 3.0124 3.3214 3.8224 -0.96 0.66 0.33
H 1.0454 6.3385 -0.0671 -0.03 0.45 1.61
H -0.1477 6.5600 1.0658 1.80 -0.15 0.26
H 0.5924 4.8160 2.1177 0.99 -0.41 -0.85
H 3.9669 6.9918 2.4030 -1.19 -0.99 1.35
H 2.8301 6.8642 3.7998 -0.30 -0.26 -1.76
H 4.5346 4.5266 2.5485 -1.56 -0.55 -0.23
H 2.3892 4.3396 4.6113 1.09 -0.83 -1.06
C 0.2773 -1.6781 -0.4332 -0.28 -0.78 0.13
O 0.7955 -0.3975 -0.7876 0.27 1.33 0.98
C 0.9198 0.4624 0.2547 -0.23 -0.76 -0.05
O 0.6323 0.2261 1.4177 0.43 0.55 -1.48
O 1.4194 1.6309 -0.2211 -0.33 -0.58 0.33
C 1.6045 2.6376 0.7721 0.11 -0.41 -0.19
H 0.2206 -2.2831 -1.3423 0.17 0.32 0.10
H 0.9434 -2.1819 0.2746 -0.20 0.15 -0.07
H -0.7315 -1.5849 -0.0182 0.25 0.02 0.06
H 2.3238 2.3065 1.5281 -0.44 -0.09 -0.27
H 0.6488 2.9034 1.2353 0.09 -0.33 -0.04
H 2.0075 3.5274 0.2805 -0.10 -0.63 -0.25
C -4.5802 5.2577 4.4977 -0.55 0.29 0.34
O -3.4901 4.7181 3.7529 0.57 -0.95 0.02
C -3.1596 3.4458 4.0894 -0.58 -0.39 0.65
O -3.7049 2.7651 4.9440 0.97 1.14 -1.45
O -2.1171 3.0618 3.3101 -0.62 0.70 0.39
C -1.6590 1.7336 3.5556 0.31 -0.70 0.05
H -4.7577 6.2778 4.1461 0.26 -0.26 -0.12
H -5.4900 4.6724 4.3295 0.24 0.02 0.16
H -4.3364 5.2986 5.5642 -0.11 -0.17 -0.19
H -2.4519 1.0074 3.3497 0.12 0.17 0.21
H -1.2984 1.6336 4.5845 -0.26 -0.03 -0.12
H -0.8246 1.5331 2.8778 -0.21 0.22 0.02
C -2.9374 -5.8748 -5.4884 -0.24 -0.52 0.08
O -2.4191 -4.5942 -5.8427 0.21 0.90 0.78
C -2.2949 -3.7343 -4.8004 -0.13 -0.13 0.21
O -2.5824 -3.9706 -3.6374 0.45 0.33 -1.55
O -1.7953 -2.5658 -5.2762 -0.38 -0.97 0.24
C -1.6102 -1.5591 -4.2830 0.06 0.37 0.30
H -2.9941 -6.4799 -6.3974 0.13 0.37 0.05
H -2.2713 -6.3786 -4.7805 -0.22 0.17 -0.03
H -3.9462 -5.7817 -5.0733 0.26 0.00 0.07
H -0.8909 -1.8902 -3.5270 -0.25 0.00 -0.06
H -2.5659 -1.2934 -3.8198 0.19 -0.17 0.03
H -1.2071 -0.6693 -4.7746 -0.09 -0.35 -0.16
C -0.2224 -6.4336 -2.5553 -0.49 0.21 -0.02
O 1.1046 -6.9557 -2.5777 0.98 0.57 0.43
C 2.0382 -6.1309 -2.0396 -0.08 0.14 0.05
O 1.8297 -5.0269 -1.5614 0.27 -1.40 -0.62
O 3.2440 -6.7472 -2.1259 -1.08 0.39 0.00
C 4.3294 -5.9901 -1.5941 0.43 0.24 0.18
H -0.8851 -7.1753 -3.0097 0.39 -0.03 0.08
H -0.5525 -6.2620 -1.5256 0.10 0.13 -0.22
H -0.2844 -5.5113 -3.1418 0.02 -0.08 0.27
H 4.1814 -5.8008 -0.5260 -0.06 0.10 -0.23
H 4.4495 -5.0500 -2.1421 -0.13 -0.10 0.20
H 5.2434 -6.5780 -1.7156 -0.37 -0.09 -0.10
```
Forces are in eV/Å.

net charge: +1
highest occupied orbital energy: -12.312 eV

---

No. 4
Below is a molecular structure, C18H36KO4 in a non-equilibrium geometry, with properties calculated with the ωB97M-V functional and the def2-TZVPD basis.

```
59
Properties=species:S:1:pos:R:3:forces:R:3
C -7.0630 0.4519 1.5038 0.81 0.13 0.14
C -6.1411 0.7298 0.2109 -0.63 0.44 -0.72
C -6.8190 0.2663 -1.1772 -0.99 -0.38 1.00
C -6.7640 -1.3348 -1.2846 -0.01 0.08 0.45
C -5.4243 -1.9218 -1.9416 -0.48 -0.62 -0.41
C -4.9328 -1.1575 -3.2660 0.67 0.09 -0.06
C -3.5322 -0.3810 -3.0093 0.14 -0.80 -0.69
C -2.3535 -1.5079 -2.9888 -0.27 0.21 0.52
C -1.4440 -1.4160 -1.6520 0.72 -0.60 -0.72
C -0.0742 -2.2695 -1.8589 -0.87 0.70 0.14
C 0.9108 -1.9745 -0.6375 -0.81 -2.15 0.75
O 1.3083 -0.5727 -0.5156 2.82 -0.62 0.63
C 2.7106 -0.4336 -0.6140 0.33 2.06 -5.08
O 3.1620 -0.0023 -1.7070 -1.36 -1.56 4.57
O 3.6592 -0.7907 0.4005 -2.03 -2.14 -2.01
O 3.9109 0.2409 1.2480 0.92 2.91 1.41
C 5.0482 1.0380 0.7449 1.06 -0.83 -1.53
C 6.3811 0.8564 1.6072 -0.06 -0.53 0.40
C 7.6735 1.2237 0.7214 -1.11 0.24 0.17
C 6.3960 1.6252 3.0128 0.19 -0.23 0.67
C 5.5463 0.8579 4.1771 1.31 0.63 -0.32
C 6.0025 3.1802 2.9453 -0.24 -0.03 0.73
H -7.7089 -0.4829 1.4093 0.84 1.28 0.05
H -7.7186 1.3679 1.7121 0.80 -1.44 -0.36
H -6.3701 0.3117 2.4163 -1.19 0.21 -1.33
H -6.0226 1.8735 0.1461 0.29 -1.75 0.18
H -5.1273 0.1992 0.2701 -1.33 0.93 0.15
H -6.3980 0.8211 -2.0791 -0.33 -0.89 1.24
H -7.9396 0.5489 -1.1251 1.72 -0.29 -0.10
H -7.7264 -1.7300 -1.7881 1.74 0.59 0.47
H -6.8093 -1.7397 -0.2034 -0.02 0.57 -1.64
H -5.6450 -3.0109 -2.2556 0.30 1.61 0.66
H -4.5821 -2.0033 -1.1533 -1.25 0.39 -1.28
H -5.7165 -0.4492 -3.7105 0.98 -1.03 0.87
H -4.7392 -1.9577 -4.0712 -0.24 1.32 1.08
H -3.5419 0.2004 -2.0148 -0.09 -0.85 -1.55
H -3.3013 0.3352 -3.8846 -0.51 -0.93 1.51
H -1.6874 -1.4299 -3.9302 -1.01 0.04 1.55
H -2.8893 -2.5290 -3.0671 1.11 1.45 0.34
H -1.1606 -0.3223 -1.4105 -0.60 -1.71 -0.43
H -1.9685 -1.8957 -0.7514 0.49 0.94 -1.25
H -0.3973 -3.3782 -1.8906 0.88 1.63 0.29
H 0.3568 -2.0168 -2.8831 -0.26 -0.24 1.46
H 0.3249 -2.2294 0.3269 0.96 0.41 -1.47
H 1.8409 -2.6525 -0.6354 -1.36 1.03 -0.19
H 5.2736 0.5933 -0.2982 -0.33 0.84 1.62
H 4.7302 2.1167 0.5582 0.28 -1.37 0.54
H 6.4636 -0.2702 1.8532 -0.29 1.74 -0.29
H 8.4923 1.5945 1.4228 -0.92 -0.57 -1.18
H 7.9954 0.2865 0.1439 -0.35 1.64 0.75
H 7.3521 2.0679 0.0044 0.88 -1.29 0.92
H 7.4894 1.5874 3.3883 -1.70 0.10 -0.63
H 5.4353 1.6191 5.0404 -0.18 -1.29 -1.12
H 6.2500 0.0457 4.5897 -1.48 0.95 -0.68
H 4.5518 0.4502 3.8044 1.32 0.55 0.65
H 5.2923 3.4677 2.1025 1.02 -0.43 1.02
H 6.9447 3.8220 2.9044 -1.25 -0.69 -0.17
H 5.4557 3.4627 3.9380 1.76 -2.50 -4.06
K 5.0396 4.6178 5.2022 -0.81 2.07 2.34
```
Forces are in eV/Å.

net charge: +1
energy above the lowest of the compared OMol25 structures with the same formula, charge and spin: 112.6 kcal per mole
highest occupied orbital energy: -11.680 eV